Computed, not measured: C4H8F6Li3N3O14S7 as an isolated structure, with the ωB97M-V functional and the def2-TZVPD basis.

Results
Total charge: 0
Molar mass: 681.40 g/mol
LUMO level: -2.59 eV
Energy: -4783.8442 a.u.
HOMO energy: -0.3908 Eh

Atoms and positions in Å:
Li  -0.20  3.04  -1.18
Li  0.45  0.48  -0.28
Li  2.69  2.34  -0.44
N  -1.08  1.41  -0.89
S  -2.16  0.90  -2.20
O  -3.05  1.83  -2.93
O  -2.52  -0.52  -2.18
F  -1.00  0.84  -3.30
S  -2.39  1.31  0.00
O  -2.87  0.00  0.42
O  -3.34  2.39  -0.15
F  -1.66  1.75  1.34
N  1.29  3.53  0.13
S  1.68  5.21  -0.02
O  2.93  5.76  0.44
O  0.51  6.09  -0.05
F  2.00  5.03  -1.55
S  0.75  3.65  1.54
O  -0.70  3.95  1.57
O  1.63  4.16  2.68
F  0.86  2.08  1.81
N  2.37  0.37  -0.54
S  3.31  -0.70  0.52
O  4.70  -0.38  0.57
O  2.93  -2.08  0.62
F  2.71  -0.10  1.91
S  2.94  -0.31  -1.80
O  2.20  -1.39  -2.41
O  4.34  -0.14  -2.19
F  2.30  0.89  -2.73
C  -2.44  -3.31  1.49
C  -2.35  -4.20  0.21
C  -1.30  -3.42  -0.53
S  0.00  -2.95  0.71
O  0.20  -1.52  0.44
O  0.98  -4.02  0.38
C  -1.06  -3.23  2.09
H  -3.08  -3.80  2.23
H  -2.91  -2.36  1.24
H  -3.32  -4.16  -0.29
H  -1.97  -5.22  0.31
H  -1.80  -2.53  -0.92
H  -0.90  -4.03  -1.34
H  -0.99  -2.43  2.83
H  -0.69  -4.20  2.43